(1)
The following is a DFT calculation (the ωB97M-V functional and the def2-TZVPD basis) of a structure of composition C9H17NOPYb.

Calculated values
Molecular weight = 359.3 g/mol
Strongest force on any atom = 3.00 eV Å⁻¹
HOMO level (alpha / beta) = -4.488 / -4.490 eV
Multiplicity = 2
Orbital gap (alpha / beta) = 4.041 / 4.041 eV
Expectation value of S² = 0.751

Each line ends with the Löwdin spin population.
Positions of all 30 atoms, in Å:
Yb  0.3126  -1.1253  -0.8449  0.994
P  1.9748  0.1156  -2.7190  0.001
O  0.3414  0.9954  -0.0373  -0.001
N  0.4125  2.4302  1.6317  0.000
C  0.3258  2.8499  3.0322  0.000
C  -0.7011  -3.7284  -2.2109  0.000
C  -1.8335  -1.4395  -0.5039  0.004
C  -2.3397  -2.6829  -0.4950  0.002
C  -1.8089  -3.7885  -1.2825  -0.001
C  -0.1468  0.0519  2.1693  0.000
C  0.7748  3.3843  0.5774  0.000
C  0.2100  1.1876  1.2447  0.000
C  0.0873  -2.6556  -2.4709  -0.001
H  -1.1201  -0.3899  1.9013  0.000
H  -2.2797  -0.5988  0.0580  0.001
H  1.5090  1.4015  -3.2231  0.000
H  0.9378  -2.7434  -3.1780  0.001
H  -0.6898  2.6415  3.4041  0.000
H  -0.2086  0.3732  3.2313  0.000
H  0.5581  3.9304  3.0574  0.000
H  1.6897  3.0696  0.0566  0.000
H  -0.0192  3.4520  -0.1782  0.000
H  -0.5217  -4.6854  -2.7542  0.000
H  -2.3560  -4.7687  -1.2182  0.000
H  0.6001  -0.7613  2.1278  0.000
H  3.3021  0.4572  -2.2297  0.000
H  1.0480  2.2644  3.6237  0.000
H  -3.2374  -2.9534  0.1128  0.000
H  2.2541  -0.6309  -3.9405  0.000
H  0.9244  4.3475  1.0581  0.000

***

(2)
The following is a DFT calculation (the ωB97M-V functional and the def2-TZVPD basis) of a structure of composition C36H87AsF6N9O6.

Calculated values
Molecular weight = 931.1 g/mol
Strongest force on any atom = 1.74 eV Å⁻¹
HOMO level = -6.470 eV
Orbital gap = 8.502 eV
Charge = -1
ΔE to the lowest compared entry with this formula, charge and spin = 0.00 kcal per mole

Each line ends with the Löwdin charge.
Positions of all 145 atoms, in Å:
As  1.4728  -1.7479  0.1006  0.681
F  -0.1984  -1.3281  0.0703  -0.248
F  1.0965  -2.6881  1.5055  -0.253
F  1.1412  -3.1383  -0.8906  -0.252
F  1.8244  -0.8344  -1.2969  -0.227
F  3.1143  -2.3016  0.2154  -0.254
F  1.9515  -0.3638  0.9915  -0.236
O  7.5278  -3.4388  -2.0612  0.023
O  4.1868  -1.7544  6.0536  0.037
O  1.6678  -0.8925  7.3314  0.037
O  -3.8566  -4.2114  3.6484  0.027
O  -2.6141  2.4707  -4.3505  0.037
O  2.4467  -7.5449  -0.4740  0.020
N  5.4306  -2.7076  -1.5355  0.010
N  3.2255  3.3513  -3.1773  -0.188
N  -5.9632  0.5990  -0.2718  -0.167
N  -3.2006  -4.9792  1.6476  0.012
N  5.2990  -1.1373  4.1979  0.013
N  1.4718  -0.3224  5.1772  0.020
N  0.9006  -5.9390  -0.8707  0.006
N  -1.3397  4.5189  0.5395  -0.190
N  -3.2587  0.7099  -3.0695  0.005
C  -6.3582  1.3377  0.9189  -0.262
C  0.9544  -0.5298  6.4156  -0.547
C  -7.4981  2.3174  0.6652  -0.075
C  -3.5093  0.8864  0.1454  -0.082
C  6.3198  -4.6656  -0.3992  0.005
C  -2.5171  5.2026  0.0375  -0.267
C  -2.4878  -4.9101  0.3950  -0.086
C  -6.8029  -1.0902  -1.9046  -0.086
C  -0.3444  2.2779  0.7596  -0.076
C  6.5062  -3.5336  -1.4078  -0.552
C  -0.5258  -0.2732  6.6242  -0.004
C  -3.7557  4.3347  0.0227  -0.091
C  1.8609  -6.5342  -0.1151  -0.548
C  3.3902  -2.7017  4.0268  0.018
C  2.3731  4.3606  -2.5723  -0.291
C  0.7985  -0.0490  3.9140  -0.072
C  2.7490  0.9714  -3.8719  -0.081
C  -4.9188  2.3780  -3.6888  0.003
C  2.6576  5.7831  -3.0463  -0.091
C  4.3390  -1.8510  4.8536  -0.561
C  2.8409  2.0024  -2.7453  -0.249
C  -4.6917  -0.0612  -0.0771  -0.270
C  -3.3784  -3.9759  2.5558  -0.552
C  5.3518  -0.9281  2.7646  -0.086
C  -6.9612  -0.4586  -0.5378  -0.252
C  4.6369  3.6927  -3.0163  -0.259
C  5.5988  2.5690  -3.4089  -0.086
C  -2.9356  -2.5786  2.2131  0.005
C  2.1951  -5.8447  1.1892  0.006
C  5.4099  -1.6419  -2.5049  -0.069
C  -3.4898  1.8603  -3.7546  -0.551
C  0.1893  6.3106  -0.3536  -0.092
C  -0.2699  5.4587  0.8296  -0.250
C  0.4502  -6.5288  -2.1009  -0.085
C  -1.9580  0.1977  -2.7691  -0.075
C  -0.8752  3.3339  -0.1905  -0.235
H  -5.0581  2.7319  -2.6607  0.069
H  -1.9958  -0.6448  -2.0836  0.078
H  6.0224  -0.1007  2.5385  0.083
H  -2.2493  -2.2698  3.0019  0.091
H  -2.6737  6.0590  0.7059  0.117
H  0.5775  4.8266  1.1261  0.102
H  -5.6486  1.6128  -3.9414  0.069
H  -6.5516  0.6878  1.7897  0.126
H  -4.4124  -0.6967  -0.9260  0.095
H  -8.3042  1.8099  0.1291  0.055
H  5.7466  -1.7964  2.2289  0.075
H  2.0897  -6.5857  1.9836  0.085
H  -0.5920  0.1894  7.6049  0.080
H  0.5845  2.6305  1.2218  0.066
H  3.2934  -3.6457  4.5591  0.093
H  -7.7043  -1.6360  -2.1955  0.072
H  -6.0305  -1.8638  -1.9817  0.068
H  -0.9173  0.4596  5.9169  0.058
H  -2.5759  -2.3237  1.2227  0.058
H  -4.6714  4.8847  -0.2226  0.076
H  -0.4733  7.1729  -0.4762  0.069
H  -1.0859  -1.1991  6.5265  0.086
H  0.9352  -0.9194  3.2603  0.048
H  -5.0124  3.2564  -4.3175  0.078
H  3.7074  0.8424  -4.3767  0.050
H  0.1835  5.7815  -1.3034  0.050
H  -0.1465  3.5965  -0.9680  0.099
H  -1.7674  2.9494  -0.6854  0.079
H  1.2292  0.7749  3.3422  0.077
H  -0.2703  0.1176  4.0073  0.070
H  -4.6843  -0.8104  0.7385  0.102
H  -2.1447  -5.9170  0.1542  0.079
H  4.6099  -2.9481  -1.0004  0.093
H  -6.5703  -0.3435  -2.6642  0.063
H  1.1411  -7.2783  -2.4732  0.077
H  4.5916  -1.7661  -3.2102  0.082
H  -3.4044  -5.8846  2.0375  0.133
H  2.4770  -0.3343  5.0948  0.108
H  2.0644  1.3077  -4.6539  0.074
H  7.0448  -5.4392  -0.6144  0.077
H  3.6140  6.1350  -2.6661  0.064
H  -3.4675  1.5958  -0.6768  0.037
H  3.7715  -2.9298  3.0334  0.061
H  -1.2889  0.9817  -2.4066  0.083
H  -2.5498  0.3723  0.0808  0.066
H  4.8407  4.1045  -2.0146  0.119
H  1.4971  -5.0539  1.4614  0.055
H  5.3752  2.2232  -4.4142  0.070
H  2.4637  4.3225  -1.4661  0.119
H  -1.0463  2.0276  1.5487  0.072
H  -3.6316  1.4169  1.0840  0.067
H  -3.8184  -1.9673  2.4295  0.075
H  3.2091  -5.4562  1.1409  0.072
H  -7.9566  -0.0106  -0.5110  0.097
H  -4.0824  0.4127  -2.5721  0.087
H  2.3934  0.0346  -3.4474  0.050
H  5.3043  -0.6648  -2.0161  0.071
H  0.6023  -4.9939  -0.6931  0.083
H  -6.9324  -1.1528  0.3174  0.122
H  -1.4571  -0.1953  -3.6613  0.091
H  4.8505  4.4673  -3.7640  0.106
H  -0.5303  -7.0095  -1.9851  0.073
H  3.5095  1.6400  -1.9584  0.109
H  -3.9743  3.9263  1.0106  0.077
H  -5.4976  1.9470  1.1967  0.085
H  -7.1706  3.1693  0.0740  0.068
H  -3.6490  3.5816  -0.7510  0.035
H  1.7958  6.3601  -2.7186  0.050
H  -2.3848  5.6633  -0.9602  0.117
H  1.1928  6.6808  -0.1394  0.075
H  6.6447  2.8488  -3.3054  0.072
H  4.3826  -0.7058  2.3246  0.069
H  -0.5068  6.0000  1.7484  0.114
H  -0.0048  1.4132  0.1814  0.057
H  6.4489  -4.2468  0.6005  0.074
H  0.3099  -5.7683  -2.8725  0.083
H  1.3356  4.1059  -2.8019  0.104
H  2.7195  5.8337  -4.1353  0.079
H  -3.1230  -4.5853  -0.4323  0.082
H  5.4533  1.7227  -2.7308  0.050
H  2.4331  -2.1855  3.9885  0.057
H  1.8186  2.0910  -2.3694  0.098
H  6.3905  -1.5712  -2.9678  0.079
H  -7.9417  2.6573  1.6011  0.073
H  -1.5930  -4.2901  0.4474  0.072
H  5.2950  -5.0416  -0.4093  0.067
H  5.9318  -0.6336  4.7956  0.132